An isolated ion of composition C3H7INOS and charge +1 in a non-equilibrium geometry. Source: OMol25; level of theory: ωB97M-V/def2-TZVPD.

Last column: Löwdin charge in e.
Cartesian coordinates (Å):
I  3.12  0.01  -0.12  0.9383
S  -1.15  -2.17  -0.14  0.8326
O  -0.75  1.30  -1.00  0.0392
N  -0.50  0.17  0.99  0.0862
C  0.16  1.01  -0.08  -0.4594
C  1.07  -0.12  -0.64  -0.5951
C  0.08  -1.11  0.50  -0.6081
H  -1.38  -1.52  -1.36  -0.0653
H  0.82  1.92  0.17  0.1733
H  1.05  -0.51  -1.58  0.0289
H  -0.30  0.49  1.91  0.1687
H  -1.56  0.31  1.06  0.2122
H  -1.39  2.01  -0.74  0.1660
H  0.71  -1.81  1.03  0.0826

2S+1: 1
Energy above the lowest of the compared OMol25 structures with the same formula, charge and spin (kJ/mol): 59.1
Kohn-Sham gap (eV): 9.67
Net charge: +1
Lowest unoccupied orbital energy (Ha): -0.1363
Max |F| (eV/Å): 5.8
HOMO energy (eV): -13.38

---

C36H38Cl2N5O2Si2Ti as an isolated structure. Source: OMol25; level of theory: ωB97M-V/def2-TZVPD.

Last column: Löwdin charge in e.
Cartesian coordinates (Å):
Ti  0.21  -0.51  0.31  1.1453
Cl  1.95  -3.86  3.16  0.6843
Cl  -2.93  -5.91  4.21  0.6043
Si  1.46  1.53  -2.49  0.4654
Si  -1.54  1.77  -1.88  0.4726
O  -1.68  -0.92  0.46  -0.2562
O  0.49  -2.10  1.35  -0.1934
N  3.24  0.01  0.89  0.0575
N  -0.35  -1.66  -1.50  -0.0205
N  -0.39  0.80  1.85  -0.0187
N  2.26  -1.35  -0.73  0.0866
N  1.99  0.19  1.23  -0.0830
C  -0.34  -0.66  -2.39  -0.4052
C  2.45  -2.31  -1.64  -0.1347
C  2.40  2.55  -1.22  -0.1621
C  -3.88  3.02  2.78  -0.1111
C  -0.76  -2.89  -1.80  -0.1148
C  1.10  2.81  -3.85  -0.1999
C  -1.59  1.50  2.13  -0.2889
C  2.57  0.84  4.83  -0.1175
C  4.83  -2.11  -1.56  -0.0893
C  -1.03  -2.24  -4.07  -0.0600
C  -3.12  1.06  -1.17  -0.1612
C  4.67  -1.13  -0.61  -0.0224
C  -1.55  2.90  2.21  -0.0516
C  -0.30  -2.92  2.02  -0.3398
C  -3.93  1.63  2.75  -0.0882
C  2.86  0.53  3.51  -0.0302
C  0.26  1.20  4.24  -0.0223
C  -2.67  3.65  2.53  -0.0940
C  0.23  -3.84  2.91  -0.5876
C  -1.11  3.43  -1.11  -0.1670
C  3.69  -2.73  -2.08  -0.0822
C  -2.14  2.13  -3.65  -0.1768
C  -2.31  -1.93  1.00  -0.2021
C  -1.13  -3.22  -3.09  -0.0621
C  -0.55  -4.76  3.60  -0.1580
C  -2.80  0.88  2.44  -0.0351
C  -2.51  -3.85  2.51  -0.0805
C  -1.72  -2.89  1.83  -0.1528
C  -0.03  0.63  -1.76  -0.3718
C  0.52  0.91  2.90  -0.2396
C  3.37  -0.80  -0.18  -0.3484
C  -1.92  -4.74  3.37  -0.6858
C  1.27  1.17  5.19  -0.1101
C  1.84  0.57  2.57  -0.2183
C  2.64  0.36  -3.40  -0.1594
C  -0.64  -0.96  -3.73  -0.0322
H  -3.12  0.85  -0.11  -0.0005
H  -3.91  1.80  -1.38  0.0326
H  2.09  3.17  -4.16  0.0287
H  1.57  -2.77  -2.06  0.0957
H  -0.76  -3.61  -0.99  0.1291
H  5.50  -0.63  -0.15  0.1077
H  3.36  2.86  -1.65  0.0356
H  -1.46  -4.23  -3.32  0.0983
H  1.03  1.39  6.22  0.0921
H  -3.39  -1.96  0.83  0.1255
H  3.75  -3.52  -2.81  0.0960
H  3.50  0.08  -2.79  0.0166
H  -0.10  -5.46  4.29  0.0918
H  -1.58  2.89  -4.19  0.0076
H  0.60  2.40  -4.73  0.0251
H  -2.20  1.24  -4.27  0.0162
H  -2.85  -0.19  2.48  0.0977
H  -3.38  0.15  -1.71  0.0424
H  3.85  0.23  3.20  0.0961
H  -4.86  1.12  2.98  0.0983
H  -0.75  1.46  4.54  0.1069
H  -3.59  -3.85  2.38  0.1056
H  3.01  0.88  -4.29  0.0295
H  -1.28  -2.47  -5.10  0.1033
H  2.59  2.04  -0.28  0.0043
H  -0.68  4.11  -1.85  0.0182
H  -4.76  3.60  3.03  0.0901
H  -3.17  2.50  -3.54  0.0256
H  1.83  3.46  -1.00  0.0226
H  -0.57  -0.18  -4.48  0.1066
H  5.82  -2.40  -1.89  0.1002
H  -2.59  4.73  2.57  0.0970
H  -0.60  3.39  2.02  0.1166
H  -0.39  3.31  -0.30  0.0100
H  3.35  0.80  5.59  0.0875
H  0.53  3.68  -3.50  0.0068
H  2.15  -0.56  -3.73  0.0219
H  -2.00  3.91  -0.69  0.0335

2S+1: 3
Energy above the lowest of the compared OMol25 structures with the same formula, charge and spin (kJ/mol): 7.1
Kohn-Sham gap (alpha / beta) (eV): 5.65 / 6.20
Net charge: -1
Lowest unoccupied orbital energy (alpha / beta) (Ha): 0.0916 / 0.0650
Max |F| (eV/Å): 0.5
HOMO energy (alpha / beta) (eV): -3.16 / -4.43

---

C31H32FN8O5S4SbSe2Tl as an isolated structure. Source: OMol25; level of theory: ωB97M-V/def2-TZVPD.

Last column: Löwdin charge in e.
Cartesian coordinates (Å):
Tl  -0.02  -0.23  -0.01  0.9064
Sb  -4.33  -3.06  1.45  0.3078
Se  3.15  1.56  2.79  0.6085
Se  1.37  0.60  3.90  0.6061
S  -4.61  -1.10  3.09  -0.2086
S  -1.89  -2.28  1.90  -0.2049
S  -5.18  -2.23  -0.48  -0.3492
S  -2.63  -0.57  2.77  -0.2468
F  3.77  3.62  -4.10  0.0527
O  2.25  -0.36  -1.55  -0.0193
O  0.52  2.25  -1.43  -0.0969
O  0.15  -2.52  -1.44  -0.1367
O  1.10  -4.22  -2.59  -0.0344
O  1.53  4.36  -2.24  -0.0815
N  4.85  4.86  -8.51  0.0523
N  1.86  4.06  -0.89  -0.0655
N  2.53  -1.58  -5.41  -0.0559
N  3.82  2.88  -6.81  -0.0982
N  1.52  2.22  0.61  0.0344
N  -2.49  1.27  -0.54  0.0007
N  -5.23  3.85  -2.36  0.0865
N  1.91  -1.36  1.98  -0.0253
C  1.53  5.14  1.25  -0.1154
C  1.07  -2.26  4.02  -0.1319
C  2.96  1.49  -3.45  0.1024
C  2.87  -2.18  -6.69  -0.2096
C  2.79  -0.27  -5.11  -0.1335
C  0.91  -3.03  -2.29  -0.6663
C  -3.32  3.48  -0.92  -0.0296
C  5.20  2.80  -7.23  -0.1463
C  1.46  -1.20  3.21  -0.7031
C  -4.36  1.62  -1.99  -0.0230
C  2.65  0.18  -3.79  -0.0223
C  1.33  5.07  -0.07  -0.1118
C  1.74  -2.10  -7.71  -0.0715
C  3.46  1.97  -5.75  -0.1777
C  3.39  2.36  -4.42  -0.1953
C  1.65  -3.72  2.21  -0.0638
C  1.16  -3.54  3.50  -0.0943
C  3.17  0.66  -6.09  0.0466
C  1.69  -2.01  -3.18  -0.0154
C  2.19  4.11  2.02  -0.1718
C  2.18  -0.73  -2.71  -0.3151
C  2.19  2.81  1.63  -0.6762
C  -4.30  3.00  -1.78  -0.3368
C  -3.44  0.81  -1.36  -0.1521
C  1.93  -2.38  -4.45  0.0186
C  2.00  -2.59  1.49  -0.1492
C  3.38  4.25  -6.67  -0.1515
C  5.33  3.44  -8.61  -0.0948
C  3.42  4.91  -8.03  -0.0885
C  -2.45  2.58  -0.33  -0.1528
C  1.23  2.75  -0.54  -0.5602
H  0.68  -2.07  5.02  0.0991
H  2.64  4.37  2.97  0.0676
H  5.42  5.33  -7.80  0.1785
H  0.85  3.66  -2.40  0.0672
H  -5.11  1.19  -2.64  0.1047
H  5.50  1.76  -7.28  0.1390
H  -1.68  2.93  0.35  0.1092
H  5.88  3.32  -6.53  0.1422
H  0.86  -4.40  4.10  0.1042
H  1.16  6.00  1.78  0.0879
H  3.12  -3.22  -6.51  0.1217
H  -3.48  -0.27  -1.49  0.0490
H  -5.73  3.49  -3.15  0.0795
H  4.68  2.92  -9.32  0.1379
H  3.19  0.39  -7.14  0.1064
H  2.35  -2.66  0.46  0.1084
H  3.77  -1.69  -7.07  0.1077
H  4.00  4.84  -5.97  0.1310
H  3.11  5.96  -7.99  0.1363
H  6.35  3.43  -8.97  0.1336
H  -3.24  4.54  -0.70  0.1000
H  2.81  4.37  -8.75  0.1385
H  1.72  -4.70  1.77  0.1050
H  1.46  -1.06  -7.91  0.0653
H  2.86  1.81  -2.42  0.1326
H  1.65  -3.38  -4.76  0.1384
H  0.77  5.84  -0.59  0.1067
H  0.86  -2.62  -7.33  0.0801
H  2.36  4.27  -6.28  0.1547
H  -4.96  4.82  -2.44  0.0781
H  2.04  -2.57  -8.65  0.0708
H  4.97  5.35  -9.39  0.1787

2S+1: 1
Kohn-Sham gap (eV): 2.53
Net charge: -1
Lowest unoccupied orbital energy (Ha): -0.0224
Max |F| (eV/Å): 0.6
HOMO energy (eV): -3.14

---

Taking the records one at a time from the top gives DFT total energy values of -944.0408 -4167.9587 -8922.9736 Eh.